# 1
Formula: C4H4ClNO
Source: the Open Molecules 2025 dataset
Level of theory: ωB97M-V/def2-TZVPD

Geometry as ORCA input:
```
! RIJCOSX wB97M-V def2-TZVPD def2/J DEFGRID3
* xyz 0 1
C 1.37750 1.27065 -0.71410
C 0.32177 0.80232 0.26045
C -0.25727 -0.38427 0.29065
C -0.31843 -1.25757 -0.84922
H 0.46306 2.90784 -1.29515
H 1.20086 0.70146 -1.64556
H 2.38483 1.02525 -0.41055
H -0.09797 1.55972 0.89627
N -0.40076 -2.03593 -1.70980
O 1.36915 2.63998 -1.01450
Cl -1.10824 -0.92055 1.68312
*
```

For the LUMO energy, the calculation gives -0.24 eV. The SMILES is N#C/C(Cl)=C\CO.

---

# 2
Formula: CBrF2NO2
Source: the Open Molecules 2025 dataset
Level of theory: ωB97M-V/def2-TZVPD

Geometry as ORCA input:
```
! RIJCOSX wB97M-V def2-TZVPD def2/J DEFGRID3
* xyz 0 1
C -0.10113 0.55643 -0.08048
N 0.59743 -0.66894 0.06583
O 1.04336 -1.26224 -0.89384
O 0.70013 -1.00980 1.20213
F -0.14683 1.03403 -1.30328
F 0.25909 1.54490 0.66051
Br -2.35206 -0.19437 0.34912
*
```

For the LUMO energy, the calculation gives -2.61 eV. The SMILES is O=[N+]([O-])C(F)(F)Br.

---

# 3
Formula: C50H56BCsN15O3
Source: the Open Molecules 2025 dataset
Level of theory: ωB97M-V/def2-TZVPD

Geometry as ORCA input:
```
! RIJCOSX wB97M-V def2-TZVPD def2/J DEFGRID3
* xyz -1 1
Cs 0.18601 0.95511 -0.62355
C -0.15464 2.79307 -5.47151
C 0.02216 2.10229 -4.25311
N 0.01561 2.69889 -3.09098
C -0.14491 4.04421 -3.02717
C -0.33426 4.82504 -4.19273
C -0.33773 4.14363 -5.43265
C -0.49803 6.22731 -4.09708
C -0.46196 6.81176 -2.86040
C -0.26471 6.05546 -1.69492
C -0.10251 4.67381 -1.72356
N -0.02427 3.88649 -0.61240
C 0.66940 4.24129 0.46715
C 1.76146 5.13503 0.49583
C 2.47885 5.40205 1.65764
C 2.16695 4.82340 2.86811
C 1.08847 3.91576 2.91649
C 0.69447 3.27642 4.11636
C -0.36899 2.42204 4.12959
C -1.06049 2.20391 2.92337
N -0.72423 2.76778 1.78941
C 0.34059 3.60835 1.74647
H -0.13561 2.25012 -6.40778
H 0.20008 1.02936 -4.24039
H -0.47762 4.71604 -6.34379
H -0.64356 6.81199 -4.99772
H -0.59150 7.88481 -2.76900
H -0.25457 6.55438 -0.73380
H 2.05279 5.61511 -0.42885
H 3.31349 6.09325 1.59930
H 2.72111 5.05210 3.77070
H 1.24941 3.49020 5.02468
H -0.68788 1.92496 5.03699
H -1.92723 1.54838 2.90233
C 0.68635 -5.36105 2.77110
N 1.05975 -4.46526 3.85673
C 1.35054 -3.15963 3.81515
N 1.56893 -2.70616 5.03727
C 1.38475 -3.81052 5.80025
N 1.07209 -4.90087 5.13348
C -0.80272 -5.60970 2.77366
C -1.38784 -6.46956 3.69607
C -2.76763 -6.60792 3.75184
C -3.57542 -5.89630 2.87894
C -2.99029 -5.06175 1.93400
C -1.60773 -4.91328 1.88319
C -3.79140 -4.30846 0.96738
N -3.59359 -4.19767 -0.29808
N -4.52638 -3.28239 -0.76376
C -5.21781 -2.91479 0.25644
O -4.83199 -3.54105 1.39641
C -6.19306 -1.82478 0.30193
C -7.17171 -1.69931 1.28157
C -7.97234 -0.56754 1.29199
C -7.77460 0.44890 0.36388
C -6.79141 0.32975 -0.60915
C -6.44780 1.46279 -1.55726
N -5.02161 1.71445 -1.51834
C -4.04850 1.08720 -2.20171
N -2.88704 1.27092 -1.62362
C -3.20469 2.04257 -0.54165
N -4.48346 2.33045 -0.44012
C -6.02750 -0.82454 -0.64555
H 1.24162 -6.28666 2.91716
H 0.98791 -4.88013 1.83985
H 1.39633 -2.59966 2.89465
H 1.48790 -3.81365 6.87333
H -0.75816 -7.00680 4.39423
H -3.21511 -7.27070 4.48098
H -4.65269 -5.99675 2.91847
H -1.15204 -4.24627 1.15841
H -7.29215 -2.46803 2.03353
H -8.73449 -0.45748 2.05217
H -8.36694 1.35424 0.42214
H -6.95644 2.37844 -1.26228
H -6.72321 1.22535 -2.58571
H -4.23275 0.51989 -3.10132
H -2.46360 2.40284 0.16217
H -5.23445 -0.94597 -1.37032
N -1.48779 -2.00375 -1.84382
C -0.70872 -2.58446 -2.94870
C -0.06322 -3.90253 -2.52287
C 1.16876 -3.73161 -1.64364
N 0.83444 -3.18176 -0.31587
H -2.22032 -2.65466 -1.58204
H -1.93061 -1.13326 -2.11284
H 0.08156 -1.87647 -3.21784
H -1.33495 -2.76611 -3.83385
H 0.24726 -4.43363 -3.42761
H -0.81269 -4.53627 -2.02920
H 1.87055 -3.07737 -2.17102
H 1.65170 -4.70730 -1.51003
H 0.11102 -2.47953 -0.46781
H 1.63442 -2.64143 0.00510
C 2.80445 0.28263 4.65182
N 3.28989 0.46107 3.29308
C 4.11884 1.62310 3.00173
C 2.77361 -0.23645 2.29946
N 2.34282 -0.86872 1.42945
H 2.23392 1.15954 4.96746
H 3.65499 0.14984 5.32516
H 2.17303 -0.60180 4.70151
H 3.57770 2.55109 3.19794
H 4.40992 1.60777 1.95477
H 5.01948 1.58854 3.61911
C 5.37738 -0.30073 -4.17309
C 4.95047 -0.41275 -2.70967
C 6.03386 -1.13896 -1.92525
O 3.75054 -1.19782 -2.67538
B 2.59282 -0.37702 -2.56830
O 3.08416 0.93525 -2.30276
C 4.50307 0.94446 -2.09641
C 5.08350 2.18027 -2.76919
C 4.73641 1.04030 -0.59038
H 5.52124 -1.30776 -4.56760
H 6.31036 0.25763 -4.28912
H 4.59596 0.18090 -4.76078
H 6.25802 -2.08627 -2.41881
H 5.70515 -1.35772 -0.91067
H 6.95468 -0.54879 -1.88113
H 4.82309 2.21524 -3.82514
H 6.17336 2.21034 -2.67078
H 4.67010 3.07052 -2.29205
H 4.29426 0.18160 -0.08455
H 4.23844 1.94511 -0.23235
H 5.79930 1.10275 -0.33858
*
```

For the LUMO energy, the calculation gives 1.84 eV.

---

Computed energy above the lowest of the compared OMol25 structures with the same formula, charge and spin, in the same sequence as the records: 137.5 126.9 47.2 kJ/mol.
Computed Kohn-Sham gap, in the same sequence as the records: 9.76 8.52 4.18 eV.